Record 1
Molecular formula: C3H2FO2
Method: DFT, the ωB97M-V functional and the def2-TZVPD basis

The geometry in XYZ format:
```
8
C3H2FO2, DFT the ωB97M-V functional and the def2-TZVPD basis
C 1.49473 0.07978 -0.03377
C 0.23119 0.46959 0.03583
C -1.77858 -0.60365 0.00829
O -2.60145 0.23648 0.03702
O -1.45537 -1.75608 -0.02153
F 0.09261 1.95192 0.04353
H 2.34050 0.65706 -0.20703
H 1.67637 -1.03509 0.13766
```

Properties
frontier orbital gap: 0.299 Ha
E_tot: -9955.374 eV
relative energy (zero: lowest compared OMol25 entry of this formula, charge and spin): 35.7 kcal/mol
total charge: -1



Record 2
Molecular formula: C26H29BaN7
Method: DFT, the ωB97M-V functional and the def2-TZVPD basis

The geometry in XYZ format:
```
63
C26H29BaN7, DFT the ωB97M-V functional and the def2-TZVPD basis
Ba 0.04445 0.13875 0.34062
C -4.80385 -1.13143 -1.35760
C -4.57747 -1.59924 0.04848
C -5.39688 -2.59788 0.55455
C -5.18703 -3.13249 1.80888
C -4.10644 -2.69927 2.55513
C -3.27175 -1.68959 2.09442
C -2.12069 -1.25684 2.95204
C -3.52471 -1.10475 0.84465
N -2.71093 -0.08280 0.30503
C -3.23033 1.04386 -0.01268
C -4.56343 1.51449 0.47398
C -2.50744 1.99486 -0.90132
C -3.36881 2.69570 -1.90272
N -1.24303 2.15933 -0.81954
C -0.62600 3.22786 -1.52033
C -0.85573 4.53160 -1.04849
C -1.69546 4.77879 0.17182
C -0.26563 5.59670 -1.71077
C 0.54331 5.39187 -2.81437
C 0.80422 4.10268 -3.24069
C 0.22933 3.00681 -2.60743
C 0.55506 1.62142 -3.08357
H -5.24218 -1.94031 -1.93690
H -3.86945 -0.83187 -1.83364
H -5.49609 -0.29070 -1.39191
H -6.21826 -2.94911 -0.05151
H -5.85360 -3.88594 2.19611
H -3.92490 -3.13785 3.52375
H -2.28067 -1.57433 3.98063
H -1.99262 -0.17294 2.93476
H -1.20506 -1.75464 2.60687
H -4.95304 0.82247 1.21626
H -5.29311 1.60355 -0.32838
H -4.45457 2.50208 0.92178
H -3.94143 1.95447 -2.46156
H -2.75270 3.26830 -2.59333
H -4.08105 3.37060 -1.42980
H -2.75551 4.81647 -0.08151
H -1.42365 5.73686 0.60806
H -1.54176 3.99003 0.91601
H -0.45572 6.60185 -1.36619
H 0.96476 6.23788 -3.33415
H 1.44813 3.95065 -4.09443
H 0.82344 1.63652 -4.13715
H -0.28223 0.93081 -2.95612
H 1.44087 1.26112 -2.54257
N 1.20009 1.06336 4.86397
C 0.36243 1.30097 3.84981
N 0.75400 0.62222 2.78930
C 1.86542 -0.04342 3.21942
N 2.14298 0.22129 4.47676
C 2.67359 -0.93552 2.40726
C 3.73981 -1.65505 2.97143
N 4.52903 -2.40559 2.23485
C 4.28800 -2.46819 0.93791
C 3.19543 -1.81040 0.37448
N 2.39154 -1.04787 1.10532
H 1.20526 1.43075 5.80922
H -0.50114 1.93808 3.89527
H 3.94179 -1.60888 4.03092
H 4.96354 -3.05591 0.33301
H 2.97544 -1.88888 -0.68304
```

Properties
frontier orbital gap: 0.290 Ha
E_tot: -38545.811 eV
relative energy (zero: lowest compared OMol25 entry of this formula, charge and spin): 20.9 kcal/mol
total charge: +2



Record 3
Molecular formula: C3H4FN3
Method: DFT, the ωB97M-V functional and the def2-TZVPD basis

The geometry in XYZ format:
```
11
C3H4FN3, DFT the ωB97M-V functional and the def2-TZVPD basis
C 2.10545 -0.36767 -0.23236
C 1.76655 1.01465 -0.10769
C -2.68351 -0.52803 0.23541
N 0.99855 -1.03398 -0.10778
N 0.43879 1.07566 0.07705
N 0.09307 -0.14333 -0.00448
F -3.17917 0.40664 -0.50803
H 3.15117 -0.74034 -0.20474
H 2.24256 1.97141 -0.21803
H -2.61425 -1.47978 -0.16483
H -2.31921 -0.17524 1.23547
```

Properties
frontier orbital gap (spin up / spin down): 0.215 / 0.215 Ha
E_tot: -10357.639 eV
relative energy (zero: lowest compared OMol25 entry of this formula, charge and spin): 140.2 kcal/mol
total charge: 0



Record 4
Molecular formula: CH2ClIN2O
Method: DFT, the ωB97M-V functional and the def2-TZVPD basis

The geometry in XYZ format:
```
8
CH2ClIN2O, DFT the ωB97M-V functional and the def2-TZVPD basis
N -1.86122 0.50960 1.35574
C -0.96541 0.25096 0.63195
O 0.06600 0.01690 0.21324
H -2.84120 0.67867 1.10311
Cl -1.83251 -1.27885 -3.72156
N -0.30166 -1.27701 -2.83988
I 0.80152 0.49705 -2.96499
H -0.63031 -1.40850 -1.91842
```

Properties
frontier orbital gap: 0.313 Ha
SMILES: N=C=O.ClNI
E_tot: -26718.147 eV
relative energy (zero: lowest compared OMol25 entry of this formula, charge and spin): 0.0 kcal/mol
total charge: 0



Record 5
Molecular formula: C40H54N3O6P2Si2Ta
Method: DFT, the ωB97M-V functional and the def2-TZVPD basis

The geometry in XYZ format:
```
108
C40H54N3O6P2Si2Ta, DFT the ωB97M-V functional and the def2-TZVPD basis
Ta 0.48576 0.14069 -1.00607
O -2.45534 1.40480 -0.54513
C -3.23530 0.65192 -1.45526
C -2.61244 0.83019 -2.80844
N -1.26943 0.18957 -2.91879
C -0.47544 1.01753 -3.83565
C 0.03660 2.22508 -3.05635
O 0.21464 3.30178 -3.55772
O 0.25535 1.96450 -1.77326
C -1.38639 -1.21692 -3.32458
C -0.37463 -2.09298 -2.60374
O 0.11812 -3.08613 -3.05022
O -0.15876 -1.64919 -1.35435
H -2.61030 1.05475 0.34279
H -3.23639 -0.39630 -1.16010
H -4.27236 1.00731 -1.49185
H -3.25960 0.42548 -3.59397
H -2.49997 1.89797 -2.99782
H 0.37363 0.44843 -4.19617
H -1.05307 1.36727 -4.69379
H -2.35970 -1.59242 -2.99794
H -1.31319 -1.35905 -4.40421
C 4.48463 -1.23655 -0.74084
Si 3.93022 0.39792 -0.00674
C 4.30329 1.92245 -1.03613
C 4.91273 0.60953 1.57731
N 2.20197 0.28005 0.27785
P 1.35988 0.74950 1.59834
C -0.18161 0.37387 1.01571
P -1.47699 -0.51181 1.75041
N -2.42392 -1.22548 0.74108
Si -3.37698 -2.62135 0.64289
C -2.58898 -3.94323 -0.43993
C -5.04601 -2.24003 -0.14607
C -3.76344 -3.43035 2.30417
C -0.81588 -1.75409 2.91118
C -0.34577 -2.93432 2.33178
C 0.02829 -4.00750 3.12267
C -0.05921 -3.91123 4.50670
C -0.50392 -2.73521 5.09015
C -0.88161 -1.65845 4.29563
C -2.39211 0.65680 2.82052
C -3.60444 0.25728 3.38389
C -4.31898 1.11628 4.20206
C -3.83395 2.39362 4.46182
C -2.63676 2.80569 3.89847
C -1.92029 1.93835 3.08130
C 1.61285 2.53926 1.83633
C 0.79165 3.40937 1.11820
C 1.01431 4.77784 1.15416
C 2.05559 5.29405 1.91172
C 2.87385 4.43819 2.63640
C 2.65513 3.06967 2.59760
C 1.89567 -0.01378 3.14040
C 2.47453 -1.27975 3.10863
C 2.85084 -1.90511 4.28546
C 2.64361 -1.27174 5.50381
C 2.03818 -0.02465 5.54568
C 1.65733 0.60086 4.36757
H 5.36308 -1.13582 -1.38379
H 4.75631 -1.90915 0.07819
H 3.69269 -1.72257 -1.31239
H 5.09166 1.77418 -1.77760
H 3.40986 2.27655 -1.55315
H 4.62417 2.72642 -0.36811
H 5.95908 0.44236 1.29472
H 4.84991 1.62380 1.97495
H 4.67568 -0.09716 2.37088
H -2.22444 -3.54393 -1.38945
H -1.74241 -4.42650 0.05414
H -3.32298 -4.72343 -0.66471
H -4.96311 -1.98548 -1.20623
H -5.70353 -3.11118 -0.07419
H -5.53877 -1.40552 0.36121
H -2.93390 -3.37333 3.01310
H -4.64462 -2.98305 2.77323
H -3.98852 -4.48979 2.14685
H -0.30122 -3.01430 1.25008
H 0.37658 -4.92278 2.65955
H 0.21981 -4.75292 5.12855
H -0.56879 -2.65413 6.16834
H -1.24771 -0.75108 4.76146
H -3.98645 -0.73509 3.17697
H -5.25806 0.79528 4.63560
H -4.39580 3.06729 5.09666
H -2.25890 3.80362 4.08352
H -0.99556 2.26969 2.62429
H -0.02941 3.01681 0.53183
H 0.37040 5.43661 0.58585
H 2.22817 6.36246 1.94096
H 3.68577 4.83570 3.23218
H 3.30238 2.41531 3.16734
H 2.63594 -1.77306 2.15639
H 3.29877 -2.88985 4.25135
H 2.94189 -1.75967 6.42333
H 1.85875 0.46268 6.49559
H 1.17702 1.57091 4.40891
C 3.00662 1.01433 -4.14439
C 2.91219 -0.21273 -3.24900
C 2.83167 -1.49694 -4.05381
O 1.79748 -0.14648 -2.36182
H 3.98927 1.03086 -4.61994
H 2.89152 1.93997 -3.58146
H 2.26775 0.99798 -4.94615
H 3.81080 -0.24177 -2.63527
H 1.96784 -1.48404 -4.72202
H 2.73541 -2.36570 -3.40390
H 3.73089 -1.60948 -4.66301
```

Properties
frontier orbital gap: 0.312 Ha
E_tot: -95004.860 eV
relative energy (zero: lowest compared OMol25 entry of this formula, charge and spin): 0.0 kcal/mol
total charge: 0



Record 6
Molecular formula: C11H18F5N2O5S2
Method: DFT, the ωB97M-V functional and the def2-TZVPD basis

The geometry in XYZ format:
```
43
C11H18F5N2O5S2, DFT the ωB97M-V functional and the def2-TZVPD basis
C -3.16905 -1.41488 3.17980
O -1.74042 -0.98381 3.10278
C -1.69808 0.50722 3.25677
C -0.77033 1.23125 2.08786
C -1.54582 1.41589 0.64839
C -1.47113 0.08302 -0.30532
C 0.01690 -0.12024 -1.03751
C 0.03769 -1.65856 -1.60389
S 1.55184 -2.66073 -1.01100
O 1.80617 -3.70151 -2.17035
O 1.26652 -3.50610 0.25307
N 2.98535 -1.66847 -0.93729
S 3.41954 -1.23282 0.69541
O 4.31146 -2.37249 1.31516
O 2.23061 -0.99085 1.65482
C 4.37544 0.42137 0.64450
F 4.40898 0.89359 2.07118
F 5.73273 0.22928 0.06454
C 3.59784 1.58972 -0.20489
F 3.34713 1.25005 -1.63400
F 2.36155 2.05462 0.51796
F 4.50521 2.79754 -0.23537
H -3.61835 -1.01263 4.18361
H -3.26389 -2.58375 3.11720
H -3.70147 -0.87198 2.26726
H -1.27460 0.69040 4.35541
H -2.79373 0.93013 3.24555
H -0.54468 2.33324 2.48099
H 0.26050 0.68592 1.98735
H -2.66724 1.73841 0.74004
H -0.97280 2.28155 0.05952
H -2.25056 0.16883 -1.20312
H -1.71651 -0.92472 0.28462
H 0.10034 0.70471 -1.89619
H 0.84819 0.13469 -0.25359
H 0.19024 -1.57369 -2.78496
H -0.97779 -2.20543 -1.40220
C -2.31611 1.73735 -4.30993
C -1.97278 0.26485 -4.15446
N -1.68791 -0.95676 -4.02564
H -1.44076 2.35073 -4.07892
H -2.63197 1.94023 -5.33691
H -3.12822 2.00485 -3.62820
```

Properties
frontier orbital gap: 0.303 Ha
E_tot: -60165.636 eV
total charge: -1



Record 7
Molecular formula: C4H13N2
Method: DFT, the ωB97M-V functional and the def2-TZVPD basis

The geometry in XYZ format:
```
19
C4H13N2, DFT the ωB97M-V functional and the def2-TZVPD basis
C -0.57502 0.31161 -2.33177
N -0.64878 -0.42253 -1.02460
C 0.22896 0.10024 0.08255
C -0.40989 1.33486 0.67192
C 0.45464 -1.04121 1.08239
N 1.31343 -0.61129 2.13462
H -1.41793 0.97533 -2.42539
H -0.57062 -0.41147 -3.15305
H 0.38297 0.80399 -2.38981
H -1.60625 -0.37866 -0.67121
H -0.47716 -1.41917 -1.16565
H 1.19426 0.35478 -0.33829
H 0.32163 1.90520 1.22828
H -1.25284 1.14364 1.34092
H -0.75174 2.01572 -0.12231
H -0.48593 -1.40193 1.50047
H 0.89728 -1.88467 0.53681
H 2.30110 -0.61116 1.94156
H 1.10189 -0.76328 3.10258
```

Properties
frontier orbital gap: 0.360 Ha
SMILES: C[NH2+][C@@H](C)CN
E_tot: -7332.466 eV
relative energy (zero: lowest compared OMol25 entry of this formula, charge and spin): 23.6 kcal/mol
total charge: +1



Record 8
Molecular formula: C34H42BF8HfN4O2
Method: DFT, the ωB97M-V functional and the def2-TZVPD basis

The geometry in XYZ format:
```
92
C34H42BF8HfN4O2, DFT the ωB97M-V functional and the def2-TZVPD basis
Hf 1.03512 -0.20537 -1.08286
C 3.03888 2.64708 -2.10551
C 3.43421 2.23000 -0.69972
N 2.46417 1.37247 0.06254
C 1.65744 2.21231 1.02975
C 0.86314 3.38760 0.48904
C 3.28525 0.46897 0.93411
C 2.46963 -0.57299 1.66185
N 1.61863 -1.25680 0.68222
C 0.83783 -2.32061 1.10642
C -0.05769 -2.86013 0.19034
F -0.06566 -2.25726 -1.06535
C -0.91327 -3.90686 0.42299
F -1.71204 -4.31943 -0.56110
C -0.92987 -4.50700 1.66630
C -0.05909 -4.00092 2.61223
F -0.02955 -4.53570 3.83127
C 0.80478 -2.94626 2.35513
F 1.60826 -2.53946 3.35144
H 3.89091 3.15454 -2.55840
H 2.19081 3.32491 -2.13386
H 2.80837 1.78279 -2.73809
H 3.65358 3.10878 -0.08755
H 4.36454 1.66573 -0.76512
H 2.38610 2.58674 1.75675
H 0.98680 1.54037 1.56333
H 1.44456 4.02804 -0.17326
H 0.57574 3.99429 1.34807
H -0.05136 3.09196 -0.01651
H 3.84616 1.07888 1.64881
H 4.00604 -0.03269 0.29519
H 1.87231 -0.13876 2.46676
H 3.18201 -1.25598 2.12965
H -1.59190 -5.32941 1.89205
C 3.52639 -4.28547 -2.26717
C 2.47020 -3.27213 -1.84264
N 2.65013 -1.86472 -2.28581
C 3.98317 -1.32631 -1.93074
C 5.15009 -1.57993 -2.88188
C 2.36632 -1.71663 -3.72837
C 0.88713 -1.52031 -3.95920
N 0.48532 -0.36600 -3.14839
C -0.39958 0.56466 -3.66940
C -0.47565 1.77691 -2.99795
F 0.34139 1.85280 -1.87202
C -1.27812 2.83793 -3.32280
F -1.24101 3.93706 -2.56822
C -2.10186 2.73628 -4.42681
C -2.07215 1.54175 -5.12318
F -2.86480 1.38070 -6.18035
C -1.25854 0.47477 -4.76741
F -1.35548 -0.65776 -5.47825
H 3.17427 -5.27597 -1.97789
H 4.48043 -4.12345 -1.76758
H 3.69286 -4.30174 -3.34429
H 2.41635 -3.25756 -0.75409
H 1.49882 -3.59738 -2.21181
H 4.22006 -1.71033 -0.93719
H 3.87775 -0.23600 -1.84088
H 5.35324 -2.63650 -3.02824
H 6.04419 -1.12561 -2.45261
H 4.99357 -1.12378 -3.85787
H 2.74651 -2.56761 -4.29978
H 2.87529 -0.82091 -4.08579
H 0.31204 -2.41056 -3.68889
H 0.73022 -1.34646 -5.02076
H -2.75508 3.54216 -4.72631
C -5.22290 2.91046 4.84531
C -4.84507 1.43548 4.65034
C -3.94273 1.01247 5.80923
C -6.11485 0.57367 4.68882
C -4.15688 1.26485 3.29470
C -4.85357 1.60145 2.12585
C -4.30827 1.47325 0.85322
C -3.02136 0.99075 0.78390
O -2.22964 0.76360 -0.32792
B -1.02056 0.27360 0.16075
O -1.06355 0.20213 1.56180
C -2.32219 0.65634 1.92000
C -2.85243 0.77889 3.18540
H -5.72021 3.04504 5.80774
H -5.90092 3.26019 4.06648
H -4.33355 3.54344 4.82849
H -4.47675 1.15187 6.75004
H -3.03242 1.61391 5.85432
H -3.66271 -0.04073 5.74146
H -6.61238 0.68450 5.65414
H -5.87192 -0.48125 4.54803
H -6.82390 0.86291 3.91271
H -5.86496 1.97737 2.20600
H -4.86874 1.73665 -0.03305
H -2.26588 0.49741 4.04787
```

Properties
frontier orbital gap: 0.291 Ha
E_tot: -69715.244 eV
relative energy (zero: lowest compared OMol25 entry of this formula, charge and spin): 1.9 kcal/mol
total charge: +1